## 1
ORCA calculation (ωB97M-V with the def2-TZVPD basis set) on the ion C3H7N4 with charge +1.

Positions of all 14 atoms, in Å:
C: -0.820 -0.203 0.531
C: 1.735 0.993 0.114
C: -0.143 -0.245 -0.702
N: 2.046 0.086 1.182
N: 1.504 -0.566 1.899
N: -1.846 -1.089 0.609
N: 1.083 0.294 -0.878
H: -0.570 0.204 1.463
H: 1.089 1.787 0.498
H: 2.715 1.351 -0.295
H: -0.575 -0.879 -1.500
H: -2.583 -1.147 1.376
H: -1.632 -1.962 0.120
H: 1.590 0.137 -1.706

Values from the calculation:
- LUMO (alpha / beta): -5.852 / -4.914 eV
- E_HOMO (alpha / beta): -11.94 / -12.37 eV
- Frontier orbital gap (alpha / beta): 6.09 / 7.45 eV
- Charge: +1



## 2
ORCA calculation (ωB97M-V with the def2-TZVPD basis set) on the ion C3H7N4 with charge +1.

Positions of all 14 atoms, in Å:
C: -2.397 -0.390 0.002
C: 0.981 0.336 0.296
C: 1.706 -0.922 -0.080
N: -1.357 -0.130 0.789
N: -0.271 0.181 0.559
N: -3.255 0.447 -0.283
N: 1.572 1.571 -0.106
H: -2.280 -1.500 -0.176
H: 2.639 -0.764 0.424
H: 1.729 -0.995 -1.119
H: 1.326 -1.796 0.337
H: -4.075 -0.012 -0.754
H: 1.092 2.449 0.184
H: 2.590 1.527 -0.072

Values from the calculation:
- LUMO: -5.337 eV
- E_HOMO: -14.18 eV
- Frontier orbital gap: 8.84 eV
- Charge: +1



Referenced to the most stable arrangement, the calculated values in kJ/mol are 1 0.0; 2 73.0.



## 1
ORCA calculation (ωB97M-V with the def2-TZVPD basis set) on the ion C3H7N4 with charge +1.

Positions of all 14 atoms, in Å:
C: -1.787 0.839 -0.266
C: 0.381 0.049 0.184
C: 0.722 -1.159 -0.652
N: -2.034 -0.376 0.178
N: -1.196 -1.084 0.626
N: -0.446 1.033 -0.365
N: 1.308 0.469 1.059
H: -2.529 1.528 -0.619
H: -0.121 -1.833 -0.836
H: 1.476 -1.740 -0.127
H: 1.089 -0.824 -1.622
H: -0.092 1.969 -0.521
H: 2.066 -0.145 1.313
H: 1.163 1.272 1.649

Values from the calculation:
- LUMO (alpha / beta): -5.971 / -5.981 eV
- E_HOMO (alpha / beta): -13.16 / -13.16 eV
- Frontier orbital gap (alpha / beta): 7.19 / 7.18 eV
- Charge: +1



## 2
ORCA calculation (ωB97M-V with the def2-TZVPD basis set) on a cluster of 2 separate species, C3H7N4 in total.

Positions of all 14 atoms, in Å:
C: -3.059 0.332 0.133
C: -1.803 0.948 0.075
C: 1.284 0.128 -0.404
N: -2.886 -0.965 -0.052
N: -1.610 -1.133 -0.212
N: -0.912 -0.008 -0.143
N: 1.844 -0.778 0.328
H: -4.028 0.752 0.295
H: -1.536 1.978 0.177
H: 1.212 1.144 -0.040
H: 1.141 -0.045 -1.458
H: -1.204 -2.042 -0.385
H: 2.040 -1.707 -0.029
H: 2.073 -0.608 1.301

Values from the calculation:
- LUMO: -4.092 eV
- E_HOMO: -14.38 eV
- Frontier orbital gap: 10.28 eV
- Charge: +1



## 3
ORCA calculation (ωB97M-V with the def2-TZVPD basis set) on the ion C3H7N4 with charge +1.

Positions of all 14 atoms, in Å:
C: -1.595 0.358 0.522
C: -0.229 1.583 -0.929
C: -1.062 -0.899 0.240
N: -1.395 1.321 -0.400
N: 0.827 1.135 -0.229
N: 1.714 -1.083 -0.323
N: 0.958 -0.059 0.300
H: -2.010 0.752 1.563
H: -0.056 2.291 -1.587
H: -1.143 -1.503 1.154
H: -0.896 -1.317 -0.719
H: 1.490 -1.256 -1.288
H: 2.256 -1.466 0.393
H: 1.141 0.143 1.304

Values from the calculation:
- LUMO (alpha / beta): -6.207 / -6.208 eV
- E_HOMO (alpha / beta): -13.98 / -13.98 eV
- Frontier orbital gap (alpha / beta): 7.77 / 7.77 eV
- Charge: +1



Referenced to the most stable arrangement, the calculated values in kJ/mol are 1 166.3; 2 0.0; 3 486.0.